62
Properties=species:S:1:pos:R:3:lowdin_charge:R:1 method="wB97M-V/def2-TZVPD" molar_mass_g_mol=413.565 e_tot_ha=-1286.9776 smiles="CN(Cc1ccccc1)C(=O)CN1CCN(C(c2ccccc2)c2ccccc2)CC1" e_above_lowest_kj_mol=0.0 fmax_ha_per_bohr=0.009 orbital_gap_ev=9.4
C 1.3124 -1.1292 5.7376 -0.0451
C -0.8785 -1.1275 4.0520 -0.0764
H 2.4800 -0.4485 1.0946 0.0772
H 1.8248 2.2297 -1.7685 0.1279
H -0.7844 -4.0772 -2.5872 0.1035
H -1.7271 1.4486 -7.4605 0.0991
N -0.5800 1.0634 -1.5129 -0.1214
C -0.9007 -1.8887 5.2081 -0.0951
C 0.4145 2.0776 0.4462 -0.1574
H -0.4084 2.4037 -3.5090 0.1090
H 0.1861 -2.4755 6.9565 0.1010
H 3.7207 1.5884 0.4872 0.1258
H 0.3867 3.0681 -0.0395 0.1340
N 1.6694 1.3988 0.1776 -0.1883
H 4.0859 -0.5932 1.8569 0.0951
C -2.7371 -1.3380 -0.7322 -0.0409
C -1.7165 0.7275 -3.6610 -0.1775
H -0.6042 -1.7404 -3.3138 0.1185
C 1.8264 1.2521 -1.2567 -0.1644
H -2.2180 -4.6751 -0.6685 0.1006
H 2.1685 -1.1320 6.3976 0.1109
C -1.7277 1.2505 -6.3987 -0.0953
N 2.7291 0.6788 2.8349 -0.1017
C 2.7924 2.0590 0.8213 -0.1013
H -0.3948 2.8589 -5.9335 0.1014
C -2.1375 -3.6459 -0.9858 -0.0901
H 0.7846 0.2732 -2.8683 0.1223
C 3.0112 -0.4966 2.0432 -0.0328
C -0.9785 2.0383 -5.5418 -0.0796
H -1.6812 1.7415 0.1153 0.1289
H 3.4536 0.0058 4.6765 0.1338
H -3.0859 -0.8510 -4.1312 0.1171
H -3.2967 -0.5714 -0.2138 0.1127
C -1.2264 -1.9910 -2.4670 -0.0540
C 0.1969 -1.8849 6.0521 -0.0871
C -1.9280 -0.9875 -1.8068 -0.1973
C -1.3330 -3.3093 -2.0613 -0.0729
C 1.3412 -0.3604 4.5810 -0.2083
H -3.4774 -2.9105 0.5128 0.1013
H 0.3088 2.2239 1.5227 0.1175
H -1.7692 -2.4828 5.4511 0.0991
H -2.6135 1.0284 -1.7764 0.1564
H 0.7316 -0.5943 -1.3084 0.1272
C -0.9783 1.7825 -4.1822 -0.0378
C 2.6664 1.9312 2.3374 -0.4619
C -0.7364 1.2296 -0.0827 -0.1620
H -3.0859 -0.3975 -6.5437 0.1018
H -0.7408 0.2597 0.4461 0.1214
C -1.7484 0.4730 -2.1690 -0.2283
H 2.7770 0.7531 -1.4626 0.1243
C 0.2335 -0.3650 3.7428 -0.0298
C -2.4867 0.2135 -5.8843 -0.0799
C -2.4842 -0.0442 -4.5248 -0.0397
C 0.6778 0.3983 -1.7893 -0.1653
H 2.4460 1.4695 4.7041 0.1315
H 2.6726 -1.3743 2.5910 0.0956
H -1.7305 -1.1256 3.3877 0.0991
O 2.5015 2.9088 3.0461 0.0505
H 2.8389 3.1343 0.5843 0.1352
C -2.8425 -2.6560 -0.3236 -0.0816
C 2.5548 0.4744 4.2581 -0.1046
H 0.2454 0.2297 2.8420 0.0978

65
Properties=species:S:1:pos:R:3:lowdin_charge:R:1 method="wB97M-V/def2-TZVPD" total_charge=-2 molar_mass_g_mol=498.697 e_tot_ha=-2225.0719 fmax_ha_per_bohr=0.009 orbital_gap_ev=2.4
H -2.2202 3.2300 0.0249 0.0476
H 1.4689 -1.1943 -0.1304 0.0678
C 3.0094 3.3108 2.3282 -0.1225
H -3.9171 -2.6082 0.0472 0.0966
H -3.6282 -0.8745 0.1887 0.1070
H 0.2408 -1.6464 -2.0271 0.1120
N -2.2351 -1.8002 -0.9409 -0.0847
H 3.4234 -2.5782 -0.1595 0.1067
H 6.8098 -3.6098 2.2784 0.0881
H -1.3675 0.3212 -4.1916 0.0526
C -5.0851 2.6257 -3.3406 -0.2052
C 0.1168 -1.7788 2.4346 -0.4893
C -4.6905 2.9786 -2.0409 -0.1573
H -4.5784 1.3512 -5.0017 0.0722
H 0.0223 -3.4000 1.0363 0.0906
H 2.6116 5.3252 2.9456 0.0814
C 4.1600 -2.3284 0.5938 -0.0320
C -3.2382 2.8233 -0.0152 -0.1123
C -2.4253 0.0208 -4.1625 -0.1147
C -2.5462 -2.1157 1.5761 -0.4739
S -1.4126 -0.8467 2.2073 0.8624
C 6.0530 -1.6315 2.5553 -0.1130
C 3.4366 1.0197 1.5246 -0.4824
H -1.4587 -3.3667 -2.1337 0.0955
H 3.7115 3.1450 3.1412 0.0547
N 0.6137 -1.7209 -0.0063 -0.0719
C 2.6987 2.3021 1.3993 -0.2956
C -2.7761 1.3591 -2.0275 -0.4275
H -3.3819 -2.2022 2.2775 0.0533
H 5.1495 -4.2205 0.5542 0.0929
C 1.7736 2.4461 0.3469 -0.0797
Na 0.0414 0.9208 -0.2590 0.2396
H 1.6423 -2.8876 1.4422 0.0966
C -3.1218 -1.8443 0.1720 -0.3128
H -5.2600 3.7384 -1.4991 0.0730
C 6.0627 -2.8864 1.9747 -0.1224
C 0.1636 -2.3786 -1.2196 -0.2152
H -5.9370 3.0911 -3.8250 0.0378
H 6.7829 -1.3661 3.3102 0.0961
C 2.3968 4.5426 2.2270 -0.1343
S 4.8097 0.9127 2.6468 1.0632
C -4.3154 1.6425 -3.9811 -0.1588
H 0.8504 -1.0328 2.7542 0.0592
H -3.2151 1.9617 0.6638 0.0482
H 0.0227 -2.5022 3.2520 0.0648
H -2.8000 -0.0822 -5.1886 0.0462
C 5.0846 -0.7171 2.1484 -0.4910
H -3.9324 3.5765 0.3770 0.0503
H 1.0072 5.7218 1.0936 0.0852
H -1.4037 -3.6465 -0.4151 0.0889
C 4.1338 -1.0594 1.1777 -0.3084
H 0.7931 -3.2502 -1.4947 0.1006
H 0.4804 3.9627 -0.4954 0.0775
C 0.6350 -2.5125 1.1970 -0.2961
N 3.2197 -0.0693 0.8587 0.1069
H -1.9355 -0.7830 -1.1991 0.0307
H -2.4324 -0.9627 -3.6854 0.0459
C 1.2040 3.7401 0.2856 -0.1515
C 5.1234 -3.2329 0.9974 -0.1027
C 1.4935 4.7544 1.1876 -0.1231
N -1.7642 0.8028 -1.4305 -0.0861
C -1.2969 -2.8491 -1.1662 -0.2570
C -3.2355 1.0243 -3.3932 -0.2584
C -3.6111 2.4096 -1.4054 -0.2643
H -2.0245 -3.0752 1.6096 0.0519